Here is C10H22IO as an isolated structure from OMol25. Energies are from ωB97M-V/def2-TZVPD.

The geometry in ORCA input format:
```
! RIJCOSX wB97M-V def2-TZVPD def2/J DEFGRID3
* xyz 1 1
H 3.20 0.73 -1.81
C -2.80 -1.60 3.00
C -1.33 -1.10 2.86
I -0.13 -2.09 -0.46
H -3.24 -1.58 1.93
H -0.71 -1.56 2.14
H -1.77 0.51 1.54
H -0.02 -1.07 -4.86
H -1.45 -1.14 -3.79
H -0.96 0.40 -4.61
H 0.90 2.04 -1.44
H -0.27 2.21 2.15
H 1.30 -0.33 1.75
H -2.96 -2.52 3.52
C 1.50 1.42 -0.82
H 0.32 1.23 3.57
H 2.00 1.17 1.83
H 2.21 -0.68 -3.66
H 2.06 0.90 -3.66
H -2.04 0.97 3.14
H 0.19 -0.85 -1.85
H -0.21 0.78 -2.25
C -1.37 0.32 2.54
H 2.20 -0.52 -1.02
C 1.12 0.72 1.58
C 0.24 -0.03 -2.84
H -0.71 -1.38 3.84
C -0.55 -0.48 -4.06
H -3.39 -0.93 3.56
C 1.66 0.12 -2.93
C -0.09 1.16 2.53
H 2.15 1.95 -0.11
O 0.64 0.88 0.26
C 2.28 0.35 -1.57
*
```

Values from the calculation:
- Kohn-Sham gap (spin up / spin down): 5.13 / 5.02 eV

=====

Here is a 2-piece molecular cluster, C10H22NO2S2Si overall from OMol25. Energies are from ωB97M-V/def2-TZVPD.

The geometry in ORCA input format:
```
! RIJCOSX wB97M-V def2-TZVPD def2/J DEFGRID3
* xyz 1 1
H 5.73 2.71 0.70
O 3.27 -0.79 0.09
H 2.96 0.08 2.64
C -4.33 -0.61 -0.33
H -1.93 -2.96 1.29
H -2.03 0.13 1.55
H 0.71 -1.47 -1.24
H -0.08 -0.23 -2.19
C -1.14 -0.05 0.94
C -5.51 -0.17 -1.22
H -2.42 0.02 -3.01
Si -1.53 -1.23 -0.42
C -3.26 -0.07 -2.32
C 4.69 2.43 0.88
H -2.81 -3.35 -0.19
H -6.08 -1.04 -1.54
H 2.39 1.74 2.31
C 3.12 0.98 2.05
H -0.36 -0.46 1.58
H -1.05 -3.60 -0.11
H -6.13 0.59 -0.76
O 1.54 0.99 -0.10
H -0.81 0.90 0.54
S -4.77 0.51 -2.75
H 4.74 2.04 3.03
C 4.11 1.68 -0.33
N -3.10 -0.59 -1.15
H 5.25 0.68 2.02
C -0.23 -1.22 -1.74
C 4.55 1.51 2.09
H -4.50 -1.63 0.01
H 4.86 1.07 -0.83
H 4.13 3.35 1.04
S 2.86 0.57 0.32
C -1.87 -2.95 0.20
H -4.22 0.03 0.54
H 3.64 2.34 -1.06
H -0.40 -1.94 -2.53
*
```

Values from the calculation:
- Kohn-Sham gap: 9.27 eV